1.
Below is a 2-piece molecular cluster, C5H13NO2 overall, with properties calculated with the ωB97M-V functional and the def2-TZVPD basis.

```
21
Properties=species:S:1:pos:R:3:forces:R:3:mulliken_charge:R:1
C -0.4831 -0.9140 -2.0788 -1.4496 -0.5067 1.3163 -1.369
C -0.4027 -0.8435 -0.5473 1.1983 0.4846 0.0568 -0.171
C 1.0562 -0.5015 -0.1352 -1.1805 0.0201 0.6712 -0.402
C 1.3172 1.0071 -0.1518 0.4675 -0.3561 -0.5852 -0.787
N 0.7748 1.9064 0.8345 -0.4808 -0.1636 0.7367 -0.067
C -0.4376 2.4955 0.7286 0.0445 -0.2750 -0.7695 -0.064
O -1.2115 2.2465 -0.1728 -0.1994 0.3265 0.1020 -0.539
H -0.2304 0.0518 -2.5071 0.6548 -0.2783 -0.2914 0.345
H 0.0397 -1.8247 -2.3629 0.4867 0.4703 -0.6761 0.373
H -1.5241 -1.0682 -2.3546 -0.1799 -0.0781 -0.1633 0.360
H -0.6645 -1.7690 -0.0401 -0.1868 -0.3568 -0.5906 0.077
H -1.0509 -0.0731 -0.1416 -0.1637 0.0328 -0.0657 0.418
H 1.2645 -0.9777 0.8296 0.1023 0.4548 0.1817 0.330
H 1.7756 -0.9570 -0.8117 0.0009 -0.0206 -0.3088 0.305
H 2.3836 1.1018 -0.1052 0.7261 0.3866 0.0045 0.395
H 1.0070 1.3943 -1.1214 -0.0336 -0.0021 -0.0870 0.299
H 1.2725 2.0973 1.6813 0.3407 -0.0540 0.1044 0.231
H -0.6241 3.2647 1.4908 -0.0793 -0.0827 0.1661 0.388
O -1.7636 -2.0483 2.3231 -0.1715 -0.0225 0.4193 -0.643
H -1.3250 -2.4712 3.0728 -0.0148 0.0775 -0.3179 0.283
H -1.1736 -2.1173 1.5698 0.1181 -0.0568 0.0966 0.239
```
Positions in Å, forces in eV/Å.

Results
- relative energy (zero: lowest compared OMol25 entry of this formula, charge and spin) (kJ/mol) = 99.66
- multiplicity = 1
- net charge = 0

=====

2.
Below is a 2-piece molecular cluster, C5H13NO2 overall, with properties calculated with the ωB97M-V functional and the def2-TZVPD basis.

```
21
Properties=species:S:1:pos:R:3:forces:R:3:mulliken_charge:R:1
C -1.4439 -0.0216 -1.1426 -0.0260 0.1598 0.2307 -0.898
C -2.7362 -0.6751 0.8738 0.1854 -0.0443 0.0024 -0.878
N -1.4551 -0.2269 0.3164 0.8808 0.2527 0.4014 -0.217
H -0.8214 0.6494 0.9010 0.9991 -0.3089 0.0699 0.481
H -2.6225 -0.8287 1.9458 -0.0416 0.0622 -0.0450 0.323
H -1.7126 -0.9403 -1.6652 0.0071 0.0171 -0.0182 0.345
H -0.4438 0.3041 -1.4240 -0.0295 -0.0349 -0.0531 0.263
H -2.1581 0.7654 -1.3921 0.0484 -0.0955 -0.0025 0.371
H -3.4917 0.0875 0.6883 0.0391 -0.0130 0.0417 0.332
H -3.0559 -1.6112 0.4105 0.0175 0.0366 -0.0068 0.325
C 2.1039 -0.9224 -0.3341 -0.0909 0.1186 -0.0912 -1.232
C 2.1744 0.5555 -0.1364 0.0081 0.1318 0.3068 0.766
C 1.4486 1.2668 0.7444 -0.2261 0.0632 -0.3746 -0.400
O 3.1760 1.1324 -0.9224 -0.0148 -0.0824 0.1231 -0.519
O 0.4361 0.8230 1.4932 -0.9457 -0.0986 -0.1681 -0.780
H 3.2743 2.0564 -0.6663 -0.0662 -0.0418 -0.0014 0.278
H -0.6528 -0.8248 0.5926 -0.8098 -0.1469 -0.3207 0.270
H 1.6912 2.3318 0.8592 0.0745 0.0266 -0.0969 0.256
H 3.1080 -1.3518 -0.3017 -0.0268 0.0196 -0.0196 0.398
H 1.5153 -1.3792 0.4616 -0.0161 0.0253 0.0333 0.281
H 1.6662 -1.1903 -1.3020 0.0335 -0.0475 -0.0113 0.236
```
Positions in Å, forces in eV/Å.

Results
- relative energy (zero: lowest compared OMol25 entry of this formula, charge and spin) (kJ/mol) = 297.14
- multiplicity = 1
- net charge = 0

=====

3.
Below is a 2-piece molecular cluster, C5H13NO2 overall, with properties calculated with the ωB97M-V functional and the def2-TZVPD basis.

```
21
Properties=species:S:1:pos:R:3:forces:R:3:mulliken_charge:R:1
O -0.8743 -2.8379 0.1056 -0.2476 0.6858 -0.4466 -0.521
C 0.1057 -1.7893 0.2305 -0.1792 -0.9853 -0.2419 -0.429
C -0.4741 -0.4838 0.7153 -0.0113 0.1486 2.2996 0.020
C -1.3953 0.3008 -0.1985 -0.3803 0.3108 -1.7002 -0.447
C -0.7443 1.7277 -0.3800 1.1809 -0.8990 -0.2762 -0.647
C 0.1889 1.8282 0.8625 -0.4018 -1.0557 0.3543 -0.541
N 0.6326 0.4314 1.0428 0.1289 0.0027 -0.6531 -0.374
H -1.6536 -2.4640 -0.3237 0.0607 -0.1765 -0.0788 0.319
H 0.7265 -1.6514 -0.6707 -0.5026 -0.1616 0.1357 0.178
H 0.7344 -2.2472 0.9835 0.5740 0.5147 0.2778 0.307
H -1.0385 -0.7264 1.6563 0.2177 0.0720 -0.5918 0.211
H -2.4328 0.3792 0.1902 0.6865 -0.1825 -0.2743 0.316
H -1.4013 -0.2264 -1.2025 -0.4015 0.6867 0.9430 0.238
H -0.1148 1.6585 -1.3039 -0.3217 0.2419 0.7438 0.224
H -1.4243 2.5703 -0.5447 -0.0115 -0.3364 0.3519 0.372
H 1.1244 2.3995 0.7474 -0.8058 0.3902 0.0520 0.296
H -0.4062 2.0810 1.7736 0.3784 0.6310 -0.6508 0.313
H 1.0078 0.2670 1.9722 -0.0919 0.0110 -0.2548 0.250
O 2.4197 -0.8008 -1.8889 0.3408 0.5270 -0.2809 -0.657
H 3.1845 -0.3035 -2.2230 -0.3054 -0.3172 0.1220 0.309
H 1.8349 -0.1129 -1.5440 0.0926 -0.1084 0.1697 0.264
```
Positions in Å, forces in eV/Å.

Results
- relative energy (zero: lowest compared OMol25 entry of this formula, charge and spin) (kJ/mol) = 162.76
- multiplicity = 1
- net charge = 0

=====

4.
Below is a 2-piece molecular cluster, C5H13NO2 overall, with properties calculated with the ωB97M-V functional and the def2-TZVPD basis.

```
21
Properties=species:S:1:pos:R:3:forces:R:3:mulliken_charge:R:1
C -1.2406 -1.5941 0.7422 -0.6042 0.1325 0.2763 -1.061
C -1.7381 -0.5051 -0.2163 0.1093 -0.3422 -0.0052 -0.425
N -1.1369 0.7774 0.1329 0.5158 0.4298 -0.1595 -0.213
C -0.0889 1.2508 -0.7761 -0.4354 -0.0524 -0.2376 -0.870
C 1.1364 0.3266 -0.7086 -0.8083 1.5136 0.1196 0.177
C 2.3111 0.8713 -1.4715 -0.0799 -0.7923 -0.5685 -0.133
O 2.4965 2.0292 -1.7220 -0.0081 0.1550 0.1225 -0.466
H -0.2742 -1.9759 0.4318 0.0773 -0.2509 0.1692 0.305
H -1.1727 -1.1605 1.7388 0.1285 0.2006 -0.0283 0.218
H -1.9678 -2.3882 0.9133 0.1316 -0.3149 -0.5649 0.409
H -2.8279 -0.5300 -0.2401 -0.0779 0.5539 0.3270 0.450
H -1.4755 -0.7656 -1.2489 0.1257 -0.0090 0.0103 0.255
H -1.7589 1.5372 0.3583 -0.3456 -0.2837 -0.1008 0.224
H 0.1228 2.3008 -0.5873 0.3505 -0.1061 0.5064 0.448
H -0.4376 1.2843 -1.8154 -0.0661 -0.2817 -0.2036 0.336
H 1.4550 0.2842 0.3355 0.1304 -0.4088 -0.3306 -0.133
H 0.7910 -0.6346 -1.0739 0.5878 -0.3844 0.1010 0.234
H 2.9978 0.0822 -1.8435 0.2357 0.2085 0.0808 0.338
O 1.2709 -0.4496 2.6659 -1.0762 -0.2656 -0.4779 -0.684
H 1.1489 0.0821 1.8803 0.9330 1.0453 -0.1574 0.346
H 0.3884 -0.8228 2.5047 0.1761 -0.7472 1.1212 0.242
```
Positions in Å, forces in eV/Å.

Results
- relative energy (zero: lowest compared OMol25 entry of this formula, charge and spin) (kJ/mol) = 212.83
- multiplicity = 1
- net charge = 0

=====

5.
Below is C5H13NO2 as an isolated structure, with properties calculated with the ωB97M-V functional and the def2-TZVPD basis.

```
21
Properties=species:S:1:pos:R:3:forces:R:3:mulliken_charge:R:1
O -3.3083 2.4854 -0.2158 2.6651 -0.5733 2.2396 -0.482
C -2.3712 2.2909 0.5827 -2.2090 0.2764 -2.2591 -0.048
C -1.0812 1.5515 0.2149 -1.4403 -1.0063 0.7372 -0.227
N -0.9483 0.9835 -1.1007 -0.5470 1.5569 -1.4338 -0.400
H -2.4198 2.6821 1.6308 0.0383 -0.1987 -0.4914 0.335
H -0.2910 2.2430 0.3938 0.8891 0.5324 0.1557 0.336
H -0.9545 0.7145 0.9109 0.0182 0.3539 0.3135 0.156
H -1.3911 0.0667 -1.3209 -0.2662 1.5716 0.1524 0.358
H -0.9899 1.7650 -1.8159 -0.5019 -1.9163 0.7027 0.328
H 0.2325 0.4975 -1.2311 2.7229 -1.5224 -0.4962 0.275
C 2.0176 -0.5063 -0.4354 -0.0672 -0.1136 0.3830 -0.542
O 1.2300 -0.1332 -1.5047 -2.2145 1.4151 0.1114 -0.750
C 1.5705 -1.8509 0.1789 0.3898 -0.1757 -0.3806 -0.259
C 0.1955 -1.8965 0.8893 0.7721 -0.6261 0.6583 -0.807
H 2.0917 0.2652 0.3716 -0.0196 -0.1746 -0.3326 0.233
H 3.0033 -0.6291 -0.8905 0.4270 -0.1796 0.6229 0.314
H 2.3819 -2.2126 0.8439 -0.4942 0.0399 -0.2149 0.318
H 1.5422 -2.5149 -0.7120 -0.0645 0.0934 0.6384 0.234
H -0.1925 -2.9311 0.8611 0.1188 0.4504 0.1271 0.314
H -0.5293 -1.2870 0.3858 -0.4072 0.3376 -0.4236 0.054
H 0.2118 -1.5835 1.9632 0.1902 -0.1410 -0.8102 0.260
```
Positions in Å, forces in eV/Å.

Results
- relative energy (zero: lowest compared OMol25 entry of this formula, charge and spin) (kJ/mol) = 278.89
- multiplicity = 1
- net charge = 0

=====

6.
Below is a 2-piece molecular cluster, C5H13NO2 overall, with properties calculated with the ωB97M-V functional and the def2-TZVPD basis.

```
21
Properties=species:S:1:pos:R:3:forces:R:3:mulliken_charge:R:1
C 0.3892 -1.5607 -0.4111 -0.6209 -0.4374 -1.2838 -0.175
C 0.6050 -2.0611 -1.8937 0.1295 0.5769 0.8149 -1.158
C -0.9236 -0.8327 -0.2736 0.3248 0.9917 0.2333 0.432
N -1.1303 0.2522 0.4529 0.6037 -0.8494 0.4377 -0.198
C -0.2749 0.6740 1.6054 -0.1782 -0.3093 0.1540 -0.442
C -0.4886 2.1597 1.8311 -0.4482 -0.0535 -1.0115 -1.211
O -1.9029 -1.2493 -0.9623 -0.1040 -0.3935 -0.1243 -0.234
H 0.2650 -2.4652 0.1810 0.1531 0.1303 0.4818 0.384
H 1.2141 -0.9399 -0.0812 -0.1018 0.0432 0.2484 0.353
H -0.2106 -1.8011 -2.5615 -0.0659 -0.1158 -0.0018 0.380
H 1.5139 -1.6167 -2.2893 0.0509 -0.1030 -0.0283 0.330
H 0.7164 -3.1280 -1.8221 0.0801 -0.3607 -0.4442 0.323
H -2.0918 0.5492 0.5385 -0.2660 0.2705 -0.2287 0.296
H -0.5918 0.0529 2.4433 -0.0340 0.2146 0.2062 0.459
H 0.7621 0.4051 1.4254 0.0037 0.1978 -0.3428 0.333
H 0.3321 2.5929 2.3868 -0.1753 0.0726 0.4063 0.358
H -1.4854 2.3458 2.2327 0.2756 0.0579 0.5832 0.396
H -0.5270 2.6723 0.8629 0.3788 -0.0440 0.0253 0.362
H 1.6483 1.1297 -1.8739 0.2506 -0.6213 -1.7207 0.319
H 0.6515 1.2970 -0.7525 -0.5388 0.1073 -0.0930 0.283
O 1.5294 1.5238 -1.0388 0.2824 0.6252 1.6880 -0.592
```
Positions in Å, forces in eV/Å.

Results
- relative energy (zero: lowest compared OMol25 entry of this formula, charge and spin) (kJ/mol) = 97.88
- multiplicity = 2
- ⟨S²⟩ = 0.755
- net charge = +1